Record 1
Formula: C32H38As2INNiO10S4
Source: OMol25
Level of theory: wB97M-V/def2-TZVPD

Calculated values
E: -9919.612787 hartree
HOMO (alpha / beta): -7.26 / -7.27 eV

CARTESIAN COORDINATES (ANGSTROEM)
1 Ni 0.8267 2.4942 1.3943
2 C 0.5006 2.4011 5.1414
3 C -0.4845 3.4757 4.6702
4 S -0.7076 3.6613 2.8670
5 C -2.2059 2.6754 2.5942
6 C -2.1540 1.2290 3.0608
7 S -0.6718 0.3464 2.4973
8 C -0.4704 -0.8425 3.8585
9 C 0.3417 -0.4113 5.0711
10 S -0.2694 1.0057 6.0233
11 H 1.2349 2.8494 5.8102
12 H 1.0343 1.9852 4.2932
13 H -0.1516 4.4585 5.0025
14 H -1.4772 3.3187 5.0945
15 H -2.3823 2.7494 1.5224
16 H -3.0284 3.1870 3.0972
17 H -3.0327 0.7033 2.6819
18 H -2.1601 1.1830 4.1486
19 H -0.0021 -1.7141 3.3957
20 H -1.4735 -1.1496 4.1597
21 H 1.3796 -0.2095 4.8066
22 H 0.3565 -1.2425 5.7795
23 O 2.9408 1.1098 -1.7471
24 C 2.1846 1.8509 -1.1302
25 O 1.8269 1.5863 0.0880
26 C 1.6764 3.1028 -1.7913
27 C 2.4265 3.5901 -2.8594
28 C 2.0352 4.7139 -3.5622
29 C 0.8591 5.3604 -3.2041
30 C 0.1020 4.8876 -2.1482
31 C 0.4974 3.7586 -1.4252
32 S -0.5962 3.2205 -0.1482
33 H 3.3227 3.0471 -3.1277
34 H 2.6336 5.0789 -4.3866
35 H 0.5298 6.2372 -3.7478
36 H -0.8144 5.3898 -1.8654
37 C -0.9033 -5.5781 1.7301
38 O -1.4260 -4.5962 0.8317
39 C -0.7983 -3.4166 0.8416
40 O 0.1222 -3.1806 1.5931
41 C -1.4231 -2.3646 -0.0145
42 C -2.5575 -2.5561 -0.7265
43 As -2.2946 -4.0400 -1.9810
44 C -3.9167 -4.0250 -3.0870
45 C -1.1784 -2.7231 -2.9990
46 C -0.4806 -1.6878 -2.5290
47 As -0.3823 -0.8420 -0.6977
48 C 1.4380 -1.5263 -0.4210
49 C 0.3578 -0.8320 -3.4305
50 O 0.1272 0.3365 -3.5961
51 O 1.4457 -1.4627 -3.8775
52 C 2.3170 -0.6375 -4.6680
53 C -1.1318 -3.0462 -4.4539
54 O -1.0358 -2.2638 -5.3608
55 O -1.2860 -4.3749 -4.6432
56 C -1.3358 -4.7881 -6.0121
57 C -3.3581 -1.3697 -1.1794
58 O -3.9397 -1.2835 -2.2291
59 O -3.4726 -0.4655 -0.1866
60 C -4.1246 0.7678 -0.5217
61 H -1.5363 -6.4514 1.6076
62 H -0.9427 -5.2154 2.7560
63 H 0.1285 -5.8156 1.4760
64 H -4.7794 -3.9103 -2.4330
65 H -3.9719 -4.9871 -3.5939
66 H -3.9193 -3.2089 -3.8028
67 H 1.5058 -2.5858 -0.6553
68 H 1.7373 -1.3510 0.6084
69 H 2.0835 -0.9388 -1.0746
70 H 3.1168 -1.2941 -4.9975
71 H 2.7035 0.1764 -4.0565
72 H 1.7719 -0.2351 -5.5202
73 H -1.5359 -5.8551 -5.9921
74 H -0.3842 -4.5870 -6.5012
75 H -2.1253 -4.2565 -6.5407
76 H -4.7334 1.0479 0.3364
77 H -4.7495 0.6446 -1.4019
78 H -3.3543 1.5175 -0.7058
79 I 2.8176 4.7646 2.0326
80 C 3.4326 2.8708 2.6375
81 C 4.7258 2.6289 3.0681
82 C 5.0764 1.3177 3.3428
83 C 4.1404 0.3111 3.1610
84 C 2.8736 0.6562 2.7346
85 N 2.5145 1.9199 2.5031
86 H 5.4333 3.4389 3.1625
87 H 6.0793 1.0838 3.6746
88 H 4.3873 -0.7270 3.3305
89 H 2.1143 -0.0913 2.5468

=====

Record 2
Formula: C2H3FNO5S
Source: OMol25
Level of theory: wB97M-V/def2-TZVPD

Calculated values
E: -1007.099993 hartree
HOMO: -6.00 eV
ΔE to the lowest compared entry with this formula, charge and spin: 0.0000 eV
total charge: -1

CARTESIAN COORDINATES (ANGSTROEM)
1 C 0.9268 0.1545 0.0823
2 C 2.4613 0.0780 -0.1983
3 N 2.8918 -0.7893 -1.0162
4 O 0.4046 -0.9343 0.3809
5 O -4.2572 0.1319 -0.2106
6 O 0.3847 1.2357 -0.0510
7 O -2.3028 -1.2094 0.6938
8 O -2.0963 1.2239 0.2731
9 F 3.1074 0.9453 0.6290
10 S -2.8088 -0.0984 -0.4049
11 H 3.8689 -0.9760 -1.0320
12 H -1.1612 1.4318 0.2106
13 H -1.4191 -1.1935 0.6430

=====

Record 3
Formula: C6H13NO
Source: OMol25
Level of theory: wB97M-V/def2-TZVPD

Calculated values
E: -366.319636 hartree
SMILES string: CC(C)=CO.C=NC
HOMO: -7.99 eV
ΔE to the lowest compared entry with this formula, charge and spin: 3.1093 eV

CARTESIAN COORDINATES (ANGSTROEM)
1 C -1.5007 -1.6584 1.0200
2 C -0.9017 -1.0327 -0.2061
3 C 0.4000 -1.5214 -0.6548
4 C -1.3416 0.1736 -0.6368
5 O -2.5137 0.7196 -0.1474
6 H -1.0047 -1.2813 1.9199
7 H -2.5610 -1.4249 1.1058
8 H -1.4009 -2.7438 0.9938
9 H 1.1762 -0.8170 -0.0430
10 H 0.5243 -2.5953 -0.5339
11 H 0.6296 -1.2530 -1.6828
12 H -0.9605 0.6041 -1.5567
13 H -2.7656 1.4738 -0.6896
14 C 0.4284 1.3274 0.8711
15 N 1.5506 0.7645 0.5866
16 C 2.3849 1.3873 -0.4138
17 H -0.1035 1.0124 1.7578
18 H 0.0978 2.2544 0.3978
19 H 3.4286 1.1423 -0.2163
20 H 2.2916 2.4772 -0.4665
21 H 2.1419 0.9912 -1.4052

=====

Record 4
Formula: C3H10N4O
Source: OMol25
Level of theory: wB97M-V/def2-TZVPD

Calculated values
E: -414.449537 hartree
SMILES string: C/N=C(/NN)NOC
HOMO: -8.82 eV
ΔE to the lowest compared entry with this formula, charge and spin: 4.4543 eV

CARTESIAN COORDINATES (ANGSTROEM)
1 C 2.6540 -0.4849 -0.0296
2 N 1.7439 0.5656 0.2857
3 C 0.5082 0.4646 0.0100
4 N -0.4035 1.3175 0.6002
5 N -1.4992 1.7000 -0.2419
6 N -0.0499 -0.5389 -0.7846
7 O -1.3458 -0.9677 -0.5376
8 C -1.4146 -1.5919 0.7254
9 H 3.6656 -0.2391 0.2555
10 H 2.2727 -1.4071 0.3872
11 H 2.6799 -0.6305 -1.1381
12 H 0.0735 2.0900 1.0269
13 H -2.0348 0.8891 -0.5082
14 H -1.1761 1.9799 -1.1667
15 H 0.5315 -1.3252 -1.0216
16 H -0.9075 -2.5983 0.6569
17 H -0.9011 -1.0211 1.5333
18 H -2.4618 -1.6326 1.0244

=====

Record 5
Formula: C5H32N2O11
Source: OMol25
Level of theory: wB97M-V/def2-TZVPD

Calculated values
E: -1146.838647 hartree
SMILES string: CCC[C@H](N)C(N)=O.O.O.O.O.O.O.O.O.O.O
HOMO: -9.67 eV
ΔE to the lowest compared entry with this formula, charge and spin: 2.9058 eV

CARTESIAN COORDINATES (ANGSTROEM)
1 C 3.1642 2.3407 -0.2925
2 C 1.8814 1.7018 0.3104
3 C 1.2540 0.7949 -0.7733
4 C -0.2131 0.4721 -0.4261
5 N -0.3111 -0.6390 0.5155
6 C -0.9132 0.0900 -1.7274
7 N -2.0578 0.6964 -2.0800
8 O -0.3212 -0.7359 -2.4340
9 H 3.9217 2.3106 0.4959
10 H 3.5947 1.8504 -1.1680
11 H 3.1309 3.3832 -0.6077
12 H 1.2218 2.5583 0.4636
13 H 2.1392 1.3227 1.2884
14 H 1.9537 -0.0367 -0.7861
15 H 1.2305 1.3764 -1.6951
16 H -0.7470 1.3063 0.0306
17 H -0.1028 -1.5553 0.1620
18 H 0.3410 -0.4402 1.2663
19 H -2.6421 0.2633 -2.7775
20 H -2.5379 1.1177 -1.2992
21 O -1.4138 3.5947 -0.5090
22 H -0.5926 3.1762 -0.7858
23 H -1.6301 4.0379 -1.3410
24 O 1.1733 -3.5897 0.2966
25 H 1.4897 -3.0813 -0.4685
26 H 1.8911 -4.1656 0.5585
27 O 2.0032 -2.7079 -2.1552
28 H 1.1524 -3.0257 -2.5188
29 H 2.0426 -2.1448 -2.9503
30 O 2.1249 -0.2563 4.0119
31 H 2.0717 -1.1997 3.8223
32 H 2.5435 0.1276 3.2472
33 O -0.0711 1.5837 2.8761
34 H -0.8849 2.0829 2.9581
35 H 0.1774 1.1604 3.7035
36 O 0.8994 0.4276 -4.4876
37 H 0.9885 1.2692 -4.0212
38 H 0.5218 -0.0628 -3.7185
39 O -1.6839 -2.7750 -1.3541
40 H -0.7517 -2.7520 -1.1105
41 H -1.5323 -2.6987 -2.3041
42 O 0.1645 -2.2628 2.9255
43 H 0.0904 -2.7924 2.1116
44 H -0.5538 -2.6869 3.4084
45 O -3.2218 2.6136 1.2932
46 H -2.4444 3.1034 0.9724
47 H -2.8880 1.7593 1.5817
48 O -2.5131 -0.5293 2.6346
49 H -2.2600 -0.1553 1.7826
50 H -2.0504 -1.3709 2.5879

=====

Record 6
Formula: C28H29Ge2N3O2Re
Source: OMol25
Level of theory: wB97M-V/def2-TZVPD

Calculated values
E: -5630.686312 hartree
HOMO (alpha / beta): -14.61 / -14.55 eV
ΔE to the lowest compared entry with this formula, charge and spin: 0.0771 eV
expectation value of S²: 0.767
multiplicity: 2
total charge: +2

CARTESIAN COORDINATES (ANGSTROEM)
1 Re -0.2125 0.3833 0.5277
2 O -1.4519 0.7382 4.4019
3 C -1.3464 0.6604 3.2187
4 N -0.1402 0.6833 2.4804
5 C 1.1059 0.7677 3.1429
6 O 1.2788 0.9284 4.3095
7 C 2.2384 0.6156 2.1654
8 C 3.5529 0.6497 2.5745
9 C 4.5459 0.5169 1.6129
10 C 4.1843 0.3744 0.2804
11 C 2.8458 0.3569 -0.0573
12 N 1.8871 0.4628 0.8765
13 C -2.5364 0.4920 2.3133
14 C -3.8176 0.5105 2.8162
15 C -4.8765 0.3584 1.9302
16 C -4.6096 0.1948 0.5786
17 C -3.2994 0.1868 0.1424
18 N -2.2756 0.3310 1.0002
19 H 3.7670 0.7781 3.6266
20 H 5.5890 0.5336 1.8989
21 H 4.9266 0.2763 -0.4983
22 H 2.5224 0.2432 -1.0816
23 H -3.9580 0.6406 3.8803
24 H -5.8964 0.3695 2.2905
25 H -5.4064 0.0724 -0.1407
26 H -3.0494 0.0409 -0.8992
27 C 0.2149 3.9663 1.4972
28 Ge -0.1031 3.6925 -0.4041
29 C 1.4118 4.1946 -1.5183
30 C -1.8307 4.3617 -0.9911
31 C -0.2504 1.6656 -0.7286
32 H 0.2720 5.0426 1.6666
33 H 1.1596 3.5341 1.8282
34 H -0.5956 3.5805 2.1152
35 H 1.4983 5.2820 -1.5030
36 H 1.2744 3.8834 -2.5526
37 H 2.3444 3.7805 -1.1369
38 H -1.8158 5.4515 -0.9620
39 H -2.6252 4.0196 -0.3283
40 H -2.0584 4.0550 -2.0108
41 H -0.4525 1.3843 -1.7763
42 Ge -0.0840 -2.0881 -0.1777
43 C -1.5051 -2.5234 -1.4169
44 C -2.2083 -3.7147 -1.2434
45 C -3.2045 -4.0709 -2.1412
46 C -3.5066 -3.2418 -3.2125
47 C -2.8082 -2.0555 -3.3961
48 C -1.8098 -1.7006 -2.5010
49 C 1.7335 -2.5811 -0.6060
50 C 2.5668 -3.0838 0.3918
51 C 3.8744 -3.4375 0.0920
52 C 4.3530 -3.2901 -1.2034
53 C 3.5248 -2.7971 -2.2052
54 C 2.2164 -2.4455 -1.9086
55 H -0.4089 -2.5065 1.2765
56 H -1.9858 -4.3724 -0.4114
57 H -3.7418 -4.9998 -2.0059
58 H -4.2818 -3.5249 -3.9117
59 H -3.0317 -1.4187 -4.2417
60 H -1.2499 -0.7853 -2.6740
61 H 2.1988 -3.2117 1.4041
62 H 4.5140 -3.8445 0.8639
63 H 5.3690 -3.5786 -1.4383
64 H 3.8938 -2.7053 -3.2180
65 H 1.5703 -2.0824 -2.7014

=====

Question: Among the records above, which one has the lowest E?
Answer: C32H38As2INNiO10S4